Computed, not measured: a 2-piece molecular cluster, C4H2Br2Si overall in a non-equilibrium geometry, with wB97M-V/def2-TZVPD.

The calculation puts the LUMO energy (alpha / beta) at -3.9323 / -3.9329 eV. For the highest occupied orbital energy (alpha / beta), the calculation gives -8.451 / -8.457 eV. For the energy above the lowest of the compared OMol25 structures with the same formula, charge and spin, the calculation gives 150.0 kcal/mol. For the molar mass, the calculation gives 237.95 g mol⁻¹.

The geometry in ORCA input format:
```
! wB97M-V def2-TZVPD RIJCOSX def2/J DEFGRID3
* xyz 0 1
Br -2.3200 1.7824 0.2002
Br -2.8896 -2.1639 0.2641
Si -1.4387 -0.4070 -0.0409
C -0.4563 -0.2734 -1.5357
C 1.8998 0.5121 2.3642
C 2.0808 -0.6180 2.0002
C 0.3617 -0.2844 -2.4258
H 1.9485 1.5663 2.5299
H 0.8137 -0.1140 -3.3562
*
```

Mulliken population analysis, charges in e, atoms 1 to 6: atom 1 (Br): -0.130, atom 2 (Br): -0.113, atom 3 (Si): 0.505, atom 4 (C): -0.586, atom 5 (C): -0.092, atom 6 (C): -0.686